Arrangement 1

C33H44Cl2N7O8P2Tl | ωB97M-V/def2-TZVPD

- multiplicity = 1
- charge = -2
- Kohn-Sham gap (Eh) = 0.1667

Each line ends with the Löwdin charge.
Element x y z (Å)
Tl 0.18 -0.92 -0.93  1.168
C 3.49 0.02 4.84  -0.112
N 2.18 -0.59 4.95  -0.297
C 1.54 -0.42 6.24  -0.122
P 1.24 -0.70 3.58  0.463
O 2.09 -0.77 2.38  -0.249
O 0.28 0.60 3.64  -0.269
P 0.06 1.63 2.40  0.471
O -0.18 0.99 1.11  -0.244
N -1.22 2.51 3.01  -0.282
C -2.38 1.73 3.45  -0.109
C -1.64 3.51 2.00  -0.100
N 1.37 2.62 2.44  -0.296
C 2.06 2.98 1.20  -0.081
C 1.72 3.38 3.61  -0.115
N 0.18 -1.92 3.90  -0.275
C -1.21 -1.84 3.41  -0.069
C 0.76 -3.24 3.61  -0.100
H 4.23 -0.57 5.38  0.078
H 3.48 1.03 5.27  0.071
H 3.78 0.08 3.79  0.072
H 2.09 -0.98 7.01  0.078
H 0.52 -0.80 6.21  0.073
H 1.52 0.64 6.53  0.076
H -2.11 1.13 4.32  0.066
H -2.79 1.09 2.66  0.078
H -3.16 2.43 3.76  0.081
H -0.77 4.06 1.64  0.074
H -2.33 4.21 2.47  0.079
H -2.13 3.04 1.14  0.094
H 1.73 2.32 0.40  0.064
H 3.14 2.87 1.32  0.087
H 1.84 4.01 0.92  0.083
H 1.19 3.00 4.48  0.071
H 1.47 4.44 3.49  0.081
H 2.80 3.30 3.80  0.076
H -1.64 -0.87 3.66  0.049
H -1.78 -2.61 3.94  0.087
H -1.29 -2.02 2.34  0.065
H 1.81 -3.27 3.89  0.074
H 0.66 -3.49 2.55  0.074
H 0.23 -3.99 4.20  0.079
Cl -4.66 -0.68 0.87  0.607
C -3.96 0.26 -0.44  -0.589
C -4.79 1.16 -1.12  -0.200
C -4.22 1.91 -2.12  -0.623
Cl -5.26 3.06 -2.98  0.574
C -2.87 1.80 -2.47  -0.198
C -2.22 2.62 -3.48  -0.070
C -0.94 2.43 -3.79  -0.043
C -0.07 1.37 -3.16  -0.279
N -0.74 0.69 -2.05  -0.022
C -2.06 0.86 -1.80  -0.186
C -2.62 0.06 -0.74  -0.419
O -1.86 -0.78 -0.11  -0.213
H -5.83 1.26 -0.86  0.078
H -2.79 3.40 -3.96  0.069
H -0.46 3.06 -4.53  0.114
H 0.19 0.65 -3.95  0.129
O -0.70 -3.08 0.58  -0.189
N -1.39 -3.94 0.00  -0.021
N -1.52 -3.78 -1.27  -0.234
O -1.00 -2.83 -2.00  -0.184
C -2.29 -4.77 -1.94  -0.158
C -3.00 -5.75 -1.25  -0.032
C -3.72 -6.70 -1.96  -0.117
C -3.75 -6.68 -3.35  -0.134
C -3.05 -5.69 -4.02  -0.103
C -2.32 -4.73 -3.33  -0.010
H -2.98 -5.76 -0.17  0.096
H -4.26 -7.46 -1.42  0.088
H -4.31 -7.42 -3.90  0.082
H -3.07 -5.65 -5.11  0.092
H -1.77 -3.94 -3.82  0.109
C 3.25 -1.68 -0.84  -0.079
C 1.90 -2.34 -0.86  -0.481
O 1.69 -3.50 -0.90  0.048
H 4.04 -2.43 -0.77  0.079
H 3.26 -0.99 0.01  0.060
H 3.32 -1.10 -1.76  0.054
C 3.80 0.29 -5.22  -0.050
C 2.74 0.54 -4.15  -0.472
O 2.26 -0.48 -3.60  -0.076
C 2.37 1.85 -3.80  -0.170
C 1.31 2.00 -2.73  -0.220
C 1.15 3.45 -2.33  -0.100
C 1.79 4.47 -2.92  -0.148
C 2.73 4.26 -4.00  -0.162
C 2.97 2.98 -4.40  -0.103
H 3.80 -0.77 -5.45  0.064
H 4.80 0.57 -4.86  0.069
H 3.61 0.85 -6.14  0.059
H 1.58 1.42 -1.84  0.101
H 0.42 3.66 -1.55  0.101
H 1.58 5.48 -2.58  0.080
H 3.21 5.11 -4.48  0.057
H 3.68 2.82 -5.20  0.086

Arrangement 2

C33H44Cl2N7O8P2Tl | ωB97M-V/def2-TZVPD

- multiplicity = 1
- charge = -2
- Kohn-Sham gap (Eh) = 0.1150

Each line ends with the Löwdin charge.
Element x y z (Å)
Tl 0.54 -0.30 -0.70  0.946
C -2.21 4.56 -1.20  -0.076
N -1.86 4.82 0.22  -0.273
C -0.86 5.87 0.39  -0.117
P -2.04 3.57 1.28  0.471
O -2.37 2.28 0.67  -0.242
O -0.71 3.71 2.18  -0.292
P 0.16 2.47 2.78  0.478
O 0.45 1.42 1.79  -0.307
N 1.44 3.38 3.35  -0.275
C 2.30 2.68 4.32  -0.106
C 2.28 3.90 2.22  -0.097
N -0.66 1.99 4.11  -0.294
C -1.09 2.94 5.11  -0.116
C -1.18 0.62 4.22  -0.072
N -3.18 3.98 2.43  -0.302
C -4.54 3.43 2.29  -0.109
C -3.13 5.30 3.03  -0.135
H -1.32 4.42 -1.82  0.062
H -2.80 5.40 -1.59  0.074
H -2.80 3.65 -1.29  0.077
H 0.01 5.68 -0.26  0.070
H -0.51 5.92 1.42  0.061
H -1.29 6.84 0.12  0.077
H 1.70 2.22 5.10  0.069
H 2.97 3.40 4.79  0.075
H 2.91 1.90 3.86  0.076
H 1.66 4.47 1.52  0.057
H 2.76 3.09 1.67  0.078
H 3.04 4.57 2.63  0.077
H -0.66 3.92 4.92  0.075
H -0.78 2.62 6.11  0.078
H -2.19 3.04 5.11  0.075
H -0.95 0.04 3.33  0.053
H -2.27 0.64 4.34  0.084
H -0.74 0.12 5.09  0.075
H -4.50 2.49 1.75  0.069
H -5.20 4.12 1.75  0.079
H -4.97 3.25 3.28  0.073
H -2.09 5.62 3.16  0.068
H -3.60 5.27 4.02  0.074
H -3.65 6.05 2.43  0.080
Cl -0.31 -3.25 -5.70  0.590
C -1.60 -2.79 -4.60  -0.592
C -2.91 -3.10 -4.95  -0.179
C -3.96 -2.78 -4.13  -0.633
Cl -5.60 -3.24 -4.61  0.563
C -3.73 -2.10 -2.90  -0.191
C -4.75 -1.74 -1.99  -0.058
C -4.43 -1.08 -0.84  -0.070
C -3.09 -0.77 -0.57  -0.148
N -2.12 -1.10 -1.40  0.076
C -2.40 -1.76 -2.55  -0.121
C -1.23 -2.13 -3.39  -0.441
O -0.06 -1.88 -3.04  -0.138
H -3.10 -3.62 -5.88  0.087
H -5.78 -2.00 -2.22  0.072
H -5.20 -0.80 -0.13  0.090
H -2.79 -0.25 0.34  0.085
O -0.71 -1.46 1.55  -0.214
N -0.32 -2.48 2.10  -0.063
N 0.75 -3.01 1.59  -0.259
O 1.43 -2.56 0.56  -0.262
C 1.23 -4.23 2.22  -0.162
C 2.39 -4.77 1.70  -0.022
C 2.91 -5.95 2.24  -0.100
C 2.28 -6.59 3.29  -0.133
C 1.11 -6.03 3.81  -0.116
C 0.58 -4.86 3.28  -0.037
H 2.87 -4.26 0.88  0.104
H 3.82 -6.37 1.82  0.092
H 2.68 -7.50 3.70  0.083
H 0.60 -6.53 4.63  0.088
H -0.32 -4.44 3.68  0.093
C 1.47 3.28 -1.26  -0.207
C 0.69 2.62 -2.42  -0.432
O 0.37 3.37 -3.33  -0.186
H 1.79 4.33 -1.48  0.040
H 2.33 2.66 -0.99  0.027
H 0.80 3.26 -0.39  0.020
C 5.21 -0.64 -0.03  -0.009
C 4.04 -0.27 0.85  -0.415
O 3.24 0.54 0.47  0.008
C 3.88 -0.92 2.18  -0.150
C 4.90 -1.63 2.80  -0.041
C 4.71 -2.20 4.06  -0.097
C 3.48 -2.08 4.70  -0.092
C 2.45 -1.39 4.07  -0.068
C 2.65 -0.81 2.82  -0.024
H 5.01 -0.28 -1.03  0.087
H 5.36 -1.73 -0.05  0.085
H 6.13 -0.17 0.34  0.083
H 5.86 -1.75 2.30  0.101
H 5.52 -2.73 4.53  0.089
H 3.33 -2.53 5.67  0.095
H 1.47 -1.33 4.54  0.097
H 1.85 -0.27 2.31  0.085

Which of them is most stable? Easy: arrangement 2.

Arrangement 1

C38H41CaN8O10S2 | ωB97M-V/def2-TZVPD

- multiplicity = 1
- charge = +1
- Kohn-Sham gap (Eh) = 0.2718

Each line ends with the Löwdin charge.
Element x y z (Å)
Ca 1.25 -1.04 -2.30  1.442
O -2.80 -2.16 -3.13  0.151
C -1.51 -2.48 -3.29  -0.466
O -0.82 -2.18 -4.23  0.117
C -0.99 -3.30 -2.13  -0.165
C -1.76 -4.17 -1.39  0.024
C -1.16 -4.85 -0.35  -0.034
C 0.18 -4.63 -0.07  0.002
C 0.88 -3.74 -0.86  -0.193
N 0.31 -3.12 -1.88  0.074
C 2.35 -3.36 -0.71  -0.516
O 3.12 -4.04 0.12  0.163
O 2.84 -2.49 -1.40  -0.006
H -3.05 -1.61 -3.88  0.139
H -2.81 -4.30 -1.62  0.134
H -1.73 -5.53 0.27  0.127
H 0.64 -5.12 0.78  0.126
H 2.62 -4.69 0.63  0.112
S 1.63 -1.43 1.52  0.781
C 0.58 -0.77 2.63  -0.676
N 1.00 -0.19 3.77  -0.104
C 0.07 0.50 4.66  -0.105
C -0.93 1.24 3.84  -0.117
N -1.63 0.28 2.99  -0.098
C -3.06 0.57 2.77  -0.119
C -3.91 0.18 3.96  -0.210
C -4.38 1.17 4.82  -0.055
C -5.19 0.85 5.90  -0.077
C -5.52 -0.48 6.15  -0.082
C -5.05 -1.48 5.30  -0.073
C -4.25 -1.15 4.21  -0.035
C -0.97 -0.74 2.40  -0.707
S -1.68 -1.93 1.52  0.734
C 2.36 -0.37 4.31  -0.118
C 2.40 -1.42 5.41  -0.206
C 2.94 -1.09 6.65  -0.044
C 3.02 -2.03 7.67  -0.076
C 2.54 -3.32 7.46  -0.083
C 1.99 -3.66 6.23  -0.075
C 1.92 -2.72 5.21  -0.035
H 0.64 1.21 5.27  0.135
H -0.42 -0.20 5.34  0.148
H -0.44 2.00 3.23  0.132
H -1.66 1.72 4.49  0.126
H -3.37 0.05 1.87  0.088
H -3.14 1.64 2.60  0.126
H -4.14 2.21 4.62  0.111
H -5.55 1.63 6.56  0.107
H -6.16 -0.73 6.99  0.106
H -5.31 -2.51 5.48  0.106
H -3.88 -1.93 3.55  0.084
H 2.68 0.58 4.72  0.122
H 3.01 -0.63 3.49  0.075
H 3.30 -0.08 6.83  0.113
H 3.45 -1.76 8.63  0.108
H 2.60 -4.05 8.26  0.106
H 1.61 -4.66 6.07  0.104
H 1.50 -2.99 4.25  0.098
N 2.88 -1.04 -3.98  -0.033
C 2.70 0.37 -4.45  -0.279
C 3.95 0.92 -5.14  -0.129
C 3.91 2.37 -5.64  -0.167
C 2.81 2.70 -6.64  -0.152
N 1.52 2.66 -5.93  0.090
C 0.40 2.26 -6.47  -0.444
N 0.24 2.24 -7.80  0.199
N -0.60 1.85 -5.67  0.219
C 2.28 1.26 -3.23  -0.591
O 1.88 2.42 -3.46  0.025
O 2.39 0.71 -2.09  -0.143
H 3.66 -1.07 -3.33  0.090
H 3.11 -1.65 -4.76  0.103
H 1.87 0.35 -5.15  0.134
H 4.18 0.26 -5.98  0.119
H 4.78 0.85 -4.43  0.128
H 4.87 2.60 -6.12  0.121
H 3.81 3.04 -4.79  0.117
H 2.80 1.98 -7.46  0.122
H 2.99 3.69 -7.06  0.124
H 1.60 2.63 -4.89  0.055
H 0.86 2.80 -8.37  0.115
H -0.65 2.01 -8.20  0.118
H -0.39 1.49 -4.74  0.065
H -1.46 1.52 -6.09  0.122
O -0.32 0.44 -3.25  -0.124
C -0.51 0.66 -2.01  -0.586
O -0.32 -0.23 -1.13  -0.163
C -0.94 2.02 -1.53  -0.098
C -0.67 2.41 -0.22  0.015
C -1.06 3.67 0.22  -0.041
C -1.73 4.54 -0.64  0.011
C -1.97 4.12 -1.93  -0.120
C -1.59 2.88 -2.39  0.060
N -2.69 5.03 -2.87  -0.338
O -2.92 4.61 -4.00  0.063
O -3.00 6.13 -2.47  0.087
H -0.14 1.72 0.42  0.117
H -0.85 3.98 1.23  0.106
H -2.05 5.52 -0.33  0.123
H -1.80 2.61 -3.41  0.110

Arrangement 2

C38H41CaN8O10S2 | ωB97M-V/def2-TZVPD

- multiplicity = 1
- charge = +1
- Kohn-Sham gap (Eh) = 0.2822

Each line ends with the Löwdin charge.
Element x y z (Å)
Ca -0.86 0.48 -0.76  1.443
O 1.26 -2.53 -3.18  0.157
C 0.37 -1.85 -2.51  -0.520
O 0.52 -1.38 -1.39  -0.043
C -0.96 -1.73 -3.21  -0.189
C -1.24 -2.26 -4.46  0.052
C -2.49 -2.02 -4.99  0.000
C -3.40 -1.24 -4.28  0.030
C -3.01 -0.74 -3.05  -0.165
N -1.81 -0.99 -2.53  0.104
C -3.80 0.20 -2.20  -0.429
O -5.12 0.28 -2.37  0.172
O -3.26 0.89 -1.37  0.043
H 2.12 -2.48 -2.72  0.118
H -0.49 -2.83 -4.99  0.136
H -2.76 -2.41 -5.96  0.124
H -4.37 -1.01 -4.71  0.122
H -5.43 -0.38 -3.00  0.117
S -2.09 -2.57 0.57  0.724
C -0.83 -3.58 0.93  -0.722
N -0.41 -3.85 2.16  -0.108
C 0.82 -4.61 2.37  -0.092
C 1.84 -4.17 1.34  -0.101
N 1.27 -4.37 0.01  -0.100
C 2.16 -4.92 -1.01  -0.128
C 3.48 -4.19 -1.12  -0.216
C 4.62 -4.90 -1.48  -0.033
C 5.82 -4.23 -1.69  -0.064
C 5.90 -2.86 -1.53  -0.072
C 4.77 -2.15 -1.17  -0.057
C 3.56 -2.81 -0.96  -0.073
C -0.05 -4.26 -0.20  -0.753
S -0.86 -4.84 -1.51  0.747
C -1.05 -3.28 3.35  -0.120
C -0.31 -2.08 3.88  -0.203
C -0.20 -1.87 5.25  -0.038
C 0.41 -0.73 5.75  -0.073
C 0.90 0.23 4.88  -0.075
C 0.81 0.04 3.51  -0.068
C 0.22 -1.11 3.02  -0.064
H 0.62 -5.68 2.29  0.144
H 1.19 -4.39 3.37  0.138
H 2.74 -4.77 1.42  0.143
H 2.11 -3.12 1.51  0.130
H 1.62 -4.87 -1.96  0.076
H 2.32 -5.99 -0.81  0.141
H 4.57 -5.97 -1.60  0.117
H 6.70 -4.80 -1.97  0.110
H 6.84 -2.34 -1.70  0.109
H 4.81 -1.07 -1.05  0.112
H 2.69 -2.24 -0.68  0.095
H -1.09 -4.07 4.11  0.134
H -2.07 -3.02 3.07  0.088
H -0.59 -2.62 5.94  0.115
H 0.49 -0.59 6.82  0.107
H 1.37 1.13 5.27  0.106
H 1.17 0.79 2.82  0.100
H 0.14 -1.27 1.95  0.087
N -2.29 0.53 1.40  -0.031
C -2.47 1.97 1.59  -0.292
C -2.94 2.40 3.00  -0.130
C -4.37 2.96 3.09  -0.162
C -4.64 4.15 2.16  -0.157
N -3.47 5.02 2.02  0.085
C -3.05 5.90 2.91  -0.443
N -3.88 6.44 3.81  0.208
N -1.76 6.24 2.89  0.214
C -1.15 2.69 1.22  -0.612
O -1.17 3.94 1.23  -0.032
O -0.16 1.98 0.93  -0.109
H -3.16 0.03 1.47  0.076
H -1.68 0.16 2.13  0.052
H -3.20 2.29 0.84  0.132
H -2.25 3.13 3.41  0.113
H -2.88 1.53 3.66  0.120
H -4.55 3.25 4.13  0.111
H -5.10 2.18 2.85  0.119
H -5.51 4.71 2.50  0.112
H -4.88 3.81 1.15  0.123
H -2.68 4.60 1.48  0.103
H -4.87 6.35 3.70  0.114
H -3.55 7.15 4.44  0.123
H -1.13 5.69 2.32  0.107
H -1.41 7.00 3.44  0.125
O 1.01 0.28 -3.64  0.026
C 0.83 1.41 -3.17  -0.590
O -0.17 1.78 -2.48  -0.175
C 1.89 2.47 -3.43  -0.109
C 1.79 3.73 -2.86  -0.003
C 2.78 4.68 -3.08  -0.051
C 3.87 4.38 -3.88  0.002
C 3.95 3.11 -4.43  -0.133
C 2.98 2.15 -4.23  0.063
N 5.11 2.78 -5.27  -0.354
O 5.97 3.63 -5.42  0.076
O 5.17 1.66 -5.74  0.078
H 0.94 3.95 -2.24  0.116
H 2.70 5.66 -2.63  0.107
H 4.66 5.09 -4.07  0.119
H 3.06 1.17 -4.68  0.127

Which of them is most stable? Easy: arrangement 2.

Arrangement 1

C3H7NOS2 | ωB97M-V/def2-TZVPD

- multiplicity = 1
- Kohn-Sham gap (Eh) = 0.3357

Each line ends with the natural charge from an NBO analysis.
Element x y z (Å)
C 1.64 -1.23 0.29  -0.814
C -0.27 0.49 -0.05  0.005
C -1.71 0.57 0.53  -0.584
H 2.36 -0.29 0.45  0.247
H 1.11 -1.62 1.48  0.238
H 2.62 -2.10 -0.46  0.231
H -1.99 1.65 0.95  0.267
H -1.75 -0.26 1.29  0.244
H -3.20 -1.52 -0.30  0.164
H 1.79 2.28 -1.46  0.487
N 0.36 1.67 -0.21  -0.125
O 1.55 1.38 -0.87  -0.586
S 0.37 -0.93 -0.90  0.277
S -2.88 -0.08 -0.73  -0.052

Arrangement 2

C3H7NOS2 | ωB97M-V/def2-TZVPD

- multiplicity = 1
- Kohn-Sham gap (Eh) = 0.1778

Each line ends with the natural charge from an NBO analysis.
Element x y z (Å)
S -0.32 2.91 -0.69  -0.180
S 1.86 0.17 -1.54  0.108
C 0.51 0.06 -0.30  -0.576
C -0.01 -1.28 -0.20  -0.246
N -1.09 -1.31 0.69  -0.627
C -1.19 -2.22 1.71  0.529
O -1.56 -1.98 2.88  -0.579
H 0.99 2.46 -0.65  0.122
H 1.04 0.51 0.53  0.264
H -0.38 0.81 -0.42  0.255
H 0.68 -2.02 0.09  0.226
H -0.31 -1.69 -1.29  0.194
H -1.56 -0.46 0.88  0.394
H -0.93 -3.23 1.42  0.115

Which of them is most stable? Easy: arrangement 2.

Arrangement 1

C3H7NOS2 | ωB97M-V/def2-TZVPD

- multiplicity = 1
- Kohn-Sham gap (Eh) = 0.2961

Each line ends with the natural charge from an NBO analysis.
Element x y z (Å)
C 0.50 0.25 0.39  -0.005
C 2.28 -1.09 0.20  -0.294
C -1.80 1.41 -0.65  -0.767
N -2.05 -1.08 0.22  -1.141
O 0.87 -1.03 0.39  -0.473
S 1.31 1.64 0.12  -0.065
S -1.33 0.26 0.68  1.021
H 2.53 -2.12 0.55  0.208
H 2.83 -0.41 0.93  0.206
H 2.55 -0.76 -0.95  0.214
H -2.90 1.43 -0.66  0.255
H -1.68 1.04 -1.57  0.228
H -1.14 2.25 -0.58  0.254
H -1.97 -1.80 0.91  0.360

Arrangement 2

C3H7NOS2 | ωB97M-V/def2-TZVPD

- multiplicity = 1
- structure (SMILES) = O=CNCCSS
- Kohn-Sham gap (Eh) = 0.3626

Each line ends with the natural charge from an NBO analysis.
Element x y z (Å)
O -0.39 2.52 -2.58  -0.587
C -0.23 1.35 -2.30  0.535
N -0.56 0.81 -1.08  -0.622
C 0.07 -0.42 -0.57  -0.231
C 0.48 -0.21 0.88  -0.557
S 0.89 -1.73 1.77  0.108
S -0.83 -2.02 2.91  -0.125
H 0.18 0.62 -3.02  0.104
H -0.62 1.56 -0.40  0.388
H 0.91 -0.68 -1.22  0.199
H -0.64 -1.23 -0.65  0.199
H 1.39 0.39 0.88  0.225
H -0.27 0.38 1.42  0.233
H -0.38 -1.35 3.97  0.128

Which of them is most stable? Easy: arrangement 2.